C52H143N13O13 | wB97M-V/def2-TZVPD

- relative energy (zero: lowest compared OMol25 entry of this formula, charge and spin) (eV) = 7.463
- M (g/mol) = 1158.8
- orbital gap (eV) = 9.28
- max |F| (Eh/bohr) = 0.0712
- HOMO level (hartree) = -0.3352
- electronic energy (eV) = -102218.6449

Geometry as ORCA input:
```
! wB97M-V def2-TZVPD RIJCOSX def2/J DEFGRID3
* xyz 0 1
C 3.26 -27.38 -5.54
C 3.70 -26.89 -6.92
C 3.66 -28.04 -7.91
O 2.32 -28.52 -8.16
C 2.40 -29.62 -9.00
N 2.84 -25.87 -7.42
H 3.98 -28.05 -5.08
H 2.33 -27.93 -5.64
H 3.20 -26.59 -4.79
H 4.72 -26.54 -6.73
H 4.26 -28.86 -7.52
H 4.13 -27.68 -8.82
H 2.43 -29.20 -10.01
H 1.47 -30.19 -8.99
H 3.23 -30.31 -8.88
H 2.19 -26.50 -7.87
H 3.28 -25.27 -8.10
C 8.99 -14.02 -14.00
C 8.60 -13.61 -12.60
C 7.72 -14.61 -11.79
O 7.30 -14.02 -10.55
C 6.21 -14.84 -10.00
N 9.81 -13.20 -11.93
H 8.19 -13.81 -14.71
H 9.21 -15.09 -14.01
H 9.79 -13.37 -14.34
H 8.02 -12.70 -12.72
H 8.36 -15.45 -11.49
H 6.95 -14.93 -12.50
H 6.49 -15.80 -9.59
H 5.35 -14.93 -10.67
H 5.78 -14.31 -9.15
H 10.38 -14.02 -11.77
H 9.54 -12.94 -10.99
C 0.32 -17.60 -2.28
C 0.62 -17.25 -3.74
C 0.33 -18.32 -4.84
O 0.76 -17.80 -6.12
C 1.00 -18.76 -7.12
N 0.02 -15.91 -4.01
H -0.70 -17.98 -2.26
H 0.43 -16.73 -1.63
H 0.97 -18.26 -1.71
H 1.69 -17.12 -3.61
H -0.71 -18.64 -4.87
H 0.89 -19.22 -4.59
H 0.14 -19.43 -7.11
H 1.86 -19.33 -6.79
H 1.22 -18.37 -8.11
H -0.97 -16.10 -4.16
H 0.42 -15.76 -4.93
C -1.80 -9.16 -1.82
C -3.01 -9.83 -2.52
C -3.11 -9.75 -3.99
O -4.33 -10.23 -4.46
C -4.55 -10.14 -5.86
N -2.94 -11.24 -2.09
H -0.84 -9.35 -2.29
H -1.68 -9.26 -0.74
H -1.88 -8.08 -1.91
H -3.90 -9.51 -1.97
H -2.33 -10.41 -4.38
H -2.98 -8.72 -4.32
H -4.76 -9.11 -6.17
H -5.21 -10.89 -6.30
H -3.61 -10.41 -6.34
H -3.74 -11.70 -2.50
H -2.16 -11.71 -2.53
C -4.70 -15.64 -12.10
C -4.59 -16.26 -10.70
C -5.46 -17.62 -10.64
O -5.01 -18.59 -11.59
C -5.68 -19.87 -11.70
N -3.18 -16.46 -10.65
H -5.62 -15.05 -12.18
H -4.82 -16.41 -12.86
H -3.89 -14.99 -12.41
H -4.95 -15.59 -9.91
H -6.50 -17.38 -10.87
H -5.38 -18.07 -9.66
H -5.23 -20.52 -12.45
H -6.66 -19.62 -12.12
H -5.68 -20.31 -10.71
H -3.03 -17.04 -11.47
H -2.81 -16.98 -9.87
C -7.90 -16.76 -3.95
C -6.52 -17.22 -3.49
C -6.46 -18.76 -3.56
O -7.56 -19.29 -2.78
C -7.26 -19.34 -1.44
N -5.41 -16.59 -4.29
H -8.03 -15.72 -3.66
H -8.79 -17.31 -3.66
H -7.96 -16.79 -5.04
H -6.28 -16.92 -2.47
H -5.49 -18.96 -3.11
H -6.37 -19.16 -4.57
H -8.18 -19.69 -0.97
H -7.04 -18.40 -0.95
H -6.41 -19.99 -1.25
H -5.45 -15.59 -4.36
H -5.58 -16.92 -5.23
C 1.58 -10.36 9.45
C 0.59 -10.82 8.32
C 1.35 -10.93 6.99
O 0.48 -11.34 5.89
C 1.27 -11.53 4.69
N 0.01 -12.15 8.60
H 1.01 -10.16 10.36
H 2.05 -9.42 9.20
H 2.40 -11.03 9.70
H -0.24 -10.12 8.20
H 2.24 -11.56 6.94
H 1.80 -9.95 6.80
H 1.61 -10.58 4.28
H 0.68 -11.84 3.83
H 2.07 -12.24 4.86
H -0.19 -12.49 7.67
H -0.91 -12.02 8.98
C 2.54 -25.77 -14.29
C 2.73 -25.00 -12.98
C 3.98 -24.08 -13.07
O 4.11 -23.19 -11.99
C 5.29 -22.44 -11.96
N 1.54 -24.21 -12.66
H 3.41 -26.39 -14.51
H 2.42 -25.04 -15.10
H 1.67 -26.42 -14.29
H 2.93 -25.75 -12.21
H 3.95 -23.57 -14.03
H 4.77 -24.83 -13.13
H 6.18 -22.96 -12.31
H 5.54 -22.20 -10.93
H 5.31 -21.50 -12.51
H 0.71 -24.78 -12.59
H 1.65 -23.57 -11.89
C -6.28 -14.11 3.40
C -4.91 -14.15 3.97
C -4.13 -15.41 3.63
O -4.79 -16.61 4.09
C -4.01 -17.76 4.00
N -4.20 -13.05 3.42
H -6.75 -13.15 3.62
H -6.91 -14.82 3.94
H -6.37 -14.26 2.32
H -4.88 -14.13 5.06
H -3.16 -15.29 4.10
H -4.02 -15.50 2.55
H -3.72 -17.76 2.94
H -4.71 -18.58 4.15
H -3.06 -17.78 4.55
H -3.28 -12.95 3.83
H -3.93 -13.25 2.47
C 1.62 -21.95 2.37
C 2.92 -21.31 3.01
C 2.79 -20.82 4.40
O 2.02 -19.56 4.35
C 2.27 -18.82 5.54
N 3.91 -22.37 2.94
H 1.85 -22.35 1.39
H 0.78 -21.27 2.27
H 1.33 -22.88 2.85
H 3.37 -20.52 2.40
H 3.75 -20.68 4.88
H 2.33 -21.61 5.00
H 1.76 -17.87 5.64
H 3.33 -18.59 5.70
H 1.99 -19.51 6.34
H 3.80 -23.14 3.58
H 4.83 -22.02 3.20
C 0.38 -19.72 -16.83
C -1.14 -19.84 -16.49
C -1.96 -20.86 -17.40
O -1.68 -20.64 -18.75
C -2.40 -21.56 -19.58
N -1.20 -20.21 -15.09
H 0.75 -20.74 -16.96
H 0.98 -19.26 -16.05
H 0.50 -19.20 -17.78
H -1.57 -18.84 -16.51
H -3.03 -20.95 -17.24
H -1.60 -21.86 -17.16
H -2.29 -22.53 -19.10
H -2.07 -21.59 -20.62
H -3.48 -21.41 -19.47
H -2.15 -20.48 -14.86
H -0.61 -21.03 -15.03
C 6.10 -21.00 -3.56
C 7.40 -21.52 -3.14
C 8.32 -20.37 -2.50
O 8.86 -19.50 -3.52
C 9.78 -20.03 -4.49
N 7.37 -22.74 -2.29
H 5.57 -20.71 -2.66
H 5.43 -21.68 -4.09
H 6.15 -20.05 -4.10
H 7.94 -21.84 -4.03
H 9.09 -20.76 -1.84
H 7.72 -19.77 -1.81
H 10.39 -20.82 -4.05
H 10.48 -19.21 -4.67
H 9.43 -20.36 -5.46
H 7.04 -22.40 -1.40
H 6.60 -23.31 -2.60
C -2.67 -25.02 -4.71
C -3.62 -25.62 -5.69
C -2.99 -26.59 -6.78
O -4.07 -26.96 -7.71
C -3.72 -27.88 -8.71
N -4.74 -26.31 -4.98
H -1.86 -24.52 -5.23
H -2.28 -25.77 -4.04
H -3.06 -24.24 -4.05
H -4.04 -24.83 -6.31
H -2.52 -27.42 -6.25
H -2.25 -26.04 -7.37
H -2.90 -27.51 -9.32
H -4.57 -27.95 -9.38
H -3.56 -28.86 -8.24
H -5.09 -27.02 -5.61
H -4.35 -26.84 -4.21
*
```

Atomic partial charges in e from the Mulliken method, atoms 1 to 99: atom 1 (C): -1.473, atom 2 (C): 0.451, atom 3 (C): -0.776, atom 4 (O): -0.316, atom 5 (C): -0.750, atom 6 (N): -0.723, atom 7 (H): 0.371, atom 8 (H): 0.264, atom 9 (H): 0.365, atom 10 (H): 0.360, atom 11 (H): 0.474, atom 12 (H): 0.328, atom 13 (H): 0.276, atom 14 (H): 0.233, atom 15 (H): 0.300, atom 16 (H): 0.346, atom 17 (H): 0.271, atom 18 (C): -1.453, atom 19 (C): 0.453, atom 20 (C): -0.627, atom 21 (O): -0.322, atom 22 (C): -0.756, atom 23 (N): -0.737, atom 24 (H): 0.362, atom 25 (H): 0.324, atom 26 (H): 0.405, atom 27 (H): 0.271, atom 28 (H): 0.266, atom 29 (H): 0.377, atom 30 (H): 0.295, atom 31 (H): 0.312, atom 32 (H): 0.287, atom 33 (H): 0.252, atom 34 (H): 0.291, atom 35 (C): -1.450, atom 36 (C): 0.450, atom 37 (C): -0.647, atom 38 (O): -0.330, atom 39 (C): -0.709, atom 40 (N): -0.722, atom 41 (H): 0.300, atom 42 (H): 0.358, atom 43 (H): 0.367, atom 44 (H): 0.190, atom 45 (H): 0.345, atom 46 (H): 0.389, atom 47 (H): 0.288, atom 48 (H): 0.288, atom 49 (H): 0.248, atom 50 (H): 0.263, atom 51 (H): 0.370, atom 52 (C): -1.450, atom 53 (C): 0.482, atom 54 (C): -0.578, atom 55 (O): -0.306, atom 56 (C): -0.759, atom 57 (N): -0.715, atom 58 (H): 0.325, atom 59 (H): 0.377, atom 60 (H): 0.376, atom 61 (H): 0.262, atom 62 (H): 0.301, atom 63 (H): 0.314, atom 64 (H): 0.284, atom 65 (H): 0.278, atom 66 (H): 0.318, atom 67 (H): 0.261, atom 68 (H): 0.230, atom 69 (C): -1.364, atom 70 (C): 0.254, atom 71 (C): -0.731, atom 72 (O): -0.256, atom 73 (C): -0.716, atom 74 (N): -0.721, atom 75 (H): 0.351, atom 76 (H): 0.306, atom 77 (H): 0.400, atom 78 (H): 0.396, atom 79 (H): 0.367, atom 80 (H): 0.418, atom 81 (H): 0.185, atom 82 (H): 0.296, atom 83 (H): 0.287, atom 84 (H): 0.319, atom 85 (H): 0.208, atom 86 (C): -1.322, atom 87 (C): 0.364, atom 88 (C): -0.699, atom 89 (O): -0.359, atom 90 (C): -0.702, atom 91 (N): -0.605, atom 92 (H): 0.358, atom 93 (H): 0.335, atom 94 (H): 0.323, atom 95 (H): 0.230, atom 96 (H): 0.325, atom 97 (H): 0.424, atom 98 (H): 0.278, atom 99 (H): 0.282